DFT (ωB97M-V with the def2-TZVPD basis set) results for 17 unconnected molecules or ions with the total composition C60H164N10O27 in a non-equilibrium geometry.

Net charge ... -1
Orbital gap (alpha / beta) ... 2.16 / 8.01 eV
M ... 1458.0 u
⟨S²⟩ ... 0.751
2S+1 ... 2

Last column: Löwdin charge in e.
Positions of all 261 atoms, in Å:
C1 -2.403 -1.393 -4.001  -0.114
O1 -1.554 -2.273 -3.237  -0.205
C2 -0.461 -2.663 -4.056  -0.209
C3 0.605 -3.509 -3.250  -0.146
N1 -0.017 -4.844 -3.064  -0.026
C4 0.811 -5.735 -2.309  -0.238
C5 0.050 -6.943 -1.814  -0.170
O2 -0.788 -6.304 -0.818  -0.213
C6 -1.413 -7.098 0.131  -0.112
H1 -3.312 -1.149 -3.451  0.081
H2 -2.678 -1.763 -4.989  0.075
H3 -1.864 -0.497 -4.311  0.070
H4 0.097 -1.808 -4.439  0.099
H5 -0.806 -3.259 -4.901  0.118
H6 0.880 -2.979 -2.339  0.095
H7 1.480 -3.613 -3.892  0.101
H8 -0.807 -4.712 -2.448  0.093
H9 1.255 -5.246 -1.442  0.087
H10 1.675 -6.156 -2.824  0.101
H11 0.697 -7.740 -1.448  0.108
H12 -0.497 -7.423 -2.625  0.120
H13 -0.683 -7.400 0.881  0.065
H14 -1.892 -7.951 -0.349  0.091
H15 -2.117 -6.532 0.742  0.084
C7 3.589 3.249 -1.226  -0.094
O3 4.416 3.741 -2.293  -0.206
C8 4.022 5.076 -2.624  -0.221
C9 4.852 5.535 -3.800  -0.193
N2 6.156 6.003 -3.276  -0.057
C10 6.809 6.912 -4.230  -0.199
C11 8.296 7.087 -3.839  -0.212
O4 8.833 5.819 -4.162  -0.211
C12 10.136 5.581 -3.701  -0.120
H16 3.798 2.198 -1.028  0.073
H17 2.534 3.406 -1.448  0.052
H18 3.783 3.759 -0.282  0.074
H19 4.161 5.679 -1.727  0.113
H20 2.957 5.070 -2.853  0.108
H21 4.347 6.311 -4.374  0.107
H22 5.038 4.695 -4.469  0.117
H23 6.728 5.170 -3.300  0.097
H24 6.306 7.878 -4.285  0.115
H25 6.813 6.351 -5.165  0.115
H26 8.498 7.263 -2.782  0.117
H27 8.759 7.902 -4.396  0.113
H28 10.827 6.179 -4.296  0.081
H29 10.363 4.533 -3.898  0.087
H30 10.344 5.789 -2.652  0.085
C13 -1.852 -2.850 -0.163  -0.087
O5 -2.505 -2.270 0.977  -0.219
C14 -2.772 -0.834 0.857  -0.154
C15 -1.482 0.083 0.729  -0.166
N3 -0.670 -0.283 1.883  -0.060
C16 0.554 0.554 1.988  -0.123
C17 1.545 0.447 0.747  -0.145
O6 1.600 -0.893 0.248  -0.232
C18 2.440 -1.062 -0.859  -0.106
H31 -1.576 -3.881 0.057  0.074
H32 -0.954 -2.336 -0.505  0.071
H33 -2.502 -2.792 -1.036  0.078
H34 -3.395 -0.649 1.733  0.096
H35 -3.414 -0.621 0.002  0.102
H36 -1.811 1.118 0.826  0.113
H37 -0.960 -0.110 -0.208  0.104
H38 -0.533 -1.262 1.676  0.069
H39 0.992 0.428 2.978  0.091
H40 0.205 1.582 1.893  0.102
H41 2.545 0.853 0.898  0.100
H42 1.093 0.995 -0.080  0.097
H43 2.019 -0.449 -1.657  0.088
H44 2.406 -2.122 -1.110  0.075
H45 3.484 -0.846 -0.633  0.068
C19 -1.246 4.924 2.837  -0.054
O7 -0.218 5.907 2.452  -0.243
C20 -0.751 7.233 2.552  -0.206
C21 0.350 8.169 2.011  -0.194
N4 -0.002 9.577 2.127  -0.069
C22 0.873 10.517 1.442  -0.216
C23 1.341 10.208 0.025  -0.232
O8 2.303 9.156 0.013  -0.195
C24 2.625 8.722 -1.280  -0.138
H46 -0.776 3.940 2.839  0.075
H47 -2.158 4.888 2.242  0.062
H48 -1.558 5.130 3.861  0.085
H49 -1.032 7.365 3.597  0.117
H50 -1.685 7.351 2.003  0.111
H51 0.532 7.922 0.965  0.105
H52 1.264 8.010 2.584  0.129
H53 -0.960 9.728 1.846  0.099
H54 1.706 10.808 2.082  0.113
H55 0.358 11.475 1.363  0.111
H56 1.804 11.101 -0.395  0.115
H57 0.458 10.005 -0.581  0.119
H58 3.549 8.145 -1.312  0.079
H59 2.620 9.499 -2.044  0.079
H60 1.907 8.022 -1.709  0.070
C25 -6.393 -1.960 3.100  -0.089
O9 -7.666 -1.410 2.817  -0.218
C26 -8.607 -1.592 3.824  -0.220
C27 -10.001 -1.121 3.309  -0.198
N5 -10.601 -2.019 2.356  -0.093
C28 -12.009 -1.783 2.089  -0.189
C29 -12.380 -2.422 0.718  -0.206
O10 -13.770 -2.297 0.447  -0.194
C30 -14.187 -3.037 -0.688  -0.118
H61 -6.298 -2.982 3.467  0.081
H62 -5.929 -1.312 3.843  0.077
H63 -5.809 -1.819 2.191  0.093
H64 -8.376 -1.019 4.722  0.119
H65 -8.613 -2.646 4.103  0.122
H66 -9.933 -0.153 2.812  0.111
H67 -10.576 -1.011 4.228  0.119
H68 -10.020 -2.088 1.533  0.111
H69 -12.225 -0.717 2.168  0.108
H70 -12.518 -2.177 2.968  0.118
H71 -12.107 -3.477 0.742  0.114
H72 -11.864 -2.049 -0.166  0.122
H73 -13.621 -3.960 -0.814  0.084
H74 -14.129 -2.433 -1.593  0.081
H75 -15.254 -3.259 -0.664  0.082
C31 1.732 5.237 -5.780  -0.178
O11 2.623 4.190 -5.691  -0.190
C32 2.116 3.072 -6.403  -0.214
C33 2.976 1.896 -5.929  -0.205
N6 3.108 1.707 -4.488  -0.037
C34 3.805 0.506 -4.124  -0.199
C35 2.973 -0.789 -4.210  -0.224
O12 2.902 -1.324 -5.521  -0.202
C36 3.897 -2.330 -5.846  -0.064
H76 0.801 5.126 -5.223  0.067
H77 1.463 5.593 -6.775  0.085
H78 2.211 6.048 -5.230  0.068
H79 2.084 3.158 -7.490  0.119
H80 1.097 2.788 -6.141  0.112
H81 3.977 1.963 -6.356  0.114
H82 2.547 1.004 -6.384  0.110
H83 3.660 2.497 -4.184  0.079
H84 4.066 0.725 -3.089  0.099
H85 4.677 0.306 -4.746  0.116
H86 1.973 -0.615 -3.814  0.099
H87 3.333 -1.537 -3.504  0.101
H88 4.860 -2.115 -5.383  0.087
H89 3.952 -2.459 -6.927  0.089
H90 3.617 -3.278 -5.388  0.044
C37 -4.476 4.954 0.345  -0.184
O13 -5.416 3.947 0.203  -0.191
C38 -4.968 2.784 0.839  -0.231
C39 -6.024 1.688 0.988  -0.141
N7 -6.599 1.453 2.348  -0.085
C40 -7.227 2.640 2.978  -0.167
C41 -8.449 3.207 2.226  -0.172
O14 -9.291 3.905 3.218  -0.207
C42 -10.504 4.349 2.615  -0.127
H91 -4.340 5.178 1.403  0.071
H92 -4.752 5.880 -0.160  0.081
H93 -3.477 4.766 -0.048  0.065
H94 -4.487 3.016 1.789  0.112
H95 -4.197 2.354 0.199  0.113
H96 -5.499 0.780 0.691  0.102
H97 -6.899 1.868 0.363  0.115
H98 -7.037 0.545 2.412  0.079
H99 -6.473 3.415 3.117  0.114
H100 -7.443 2.441 4.028  0.120
H101 -9.025 2.355 1.868  0.105
H102 -8.295 3.854 1.362  0.117
H103 -11.148 3.510 2.350  0.081
H104 -10.319 5.006 1.765  0.081
H105 -11.002 5.002 3.333  0.082
C43 -3.357 -4.467 4.664  -0.146
O15 -2.461 -3.558 5.174  -0.184
C44 -1.849 -2.748 4.165  -0.167
C45 -0.729 -3.449 3.392  -0.196
N8 0.445 -3.800 4.167  -0.035
C46 0.417 -4.887 5.165  -0.167
C47 1.767 -5.154 5.901  -0.196
O16 2.665 -5.762 4.996  -0.235
C48 3.774 -6.405 5.555  -0.117
H106 -4.302 -4.003 4.381  0.069
H107 -3.588 -5.293 5.337  0.084
H108 -2.950 -5.048 3.837  0.076
H109 -1.450 -1.915 4.743  0.124
H110 -2.636 -2.316 3.547  0.106
H111 -0.455 -2.812 2.551  0.087
H112 -1.067 -4.363 2.903  0.100
H113 1.194 -3.954 3.507  0.054
H114 0.082 -5.786 4.648  0.106
H115 -0.304 -4.702 5.962  0.108
H116 1.599 -5.812 6.753  0.109
H117 2.244 -4.264 6.311  0.124
H118 3.446 -7.108 6.320  0.080
H119 4.425 -5.663 6.019  0.088
H120 4.220 -6.996 4.755  0.086
C49 6.521 -0.879 -1.513  -0.117
O17 6.230 -2.148 -1.976  -0.198
C50 5.583 -3.007 -1.013  -0.208
C51 5.440 -4.421 -1.554  -0.182
N9 4.582 -4.505 -2.778  -0.031
C52 4.448 -5.860 -3.231  -0.211
C53 3.906 -5.916 -4.656  -0.297
O18 4.887 -5.918 -5.598  -0.199
C54 4.402 -6.218 -6.981  -0.038
H121 6.976 -1.033 -0.535  0.083
H122 5.586 -0.318 -1.514  0.072
H123 7.234 -0.471 -2.230  0.096
H124 4.628 -2.562 -0.736  0.085
H125 6.127 -3.096 -0.072  0.116
H126 5.060 -4.996 -0.710  0.107
H127 6.430 -4.815 -1.781  0.116
H128 5.066 -3.904 -3.430  0.095
H129 3.878 -6.440 -2.505  0.110
H130 5.416 -6.358 -3.283  0.115
H131 3.140 -5.181 -4.906  0.099
H132 3.467 -6.898 -4.833  0.112
H133 5.299 -6.265 -7.598  0.084
H134 3.750 -5.438 -7.375  0.076
H135 3.812 -7.134 -6.966  0.079
C55 2.124 -8.291 1.153  -0.100
O19 2.256 -6.975 0.554  -0.206
C56 2.178 -5.925 1.566  -0.146
C57 2.052 -4.547 0.832  -0.196
N10 2.314 -3.437 1.703  -0.053
C58 3.631 -3.453 2.360  -0.169
C59 4.027 -2.020 2.684  -0.229
O20 4.616 -1.440 1.581  -0.200
C60 5.274 -0.217 1.898  -0.073
H136 2.836 -8.472 1.958  0.074
H137 2.218 -9.156 0.497  0.084
H138 1.188 -8.296 1.711  0.067
H139 3.150 -5.871 2.056  0.107
H140 1.331 -6.007 2.247  0.115
H141 1.058 -4.262 0.486  0.109
H142 2.721 -4.554 -0.028  0.097
H143 2.271 -2.522 1.279  0.073
H144 4.320 -3.866 1.623  0.109
H145 3.659 -4.081 3.251  0.102
H146 4.776 -2.058 3.474  0.119
H147 3.150 -1.502 3.073  0.133
H148 4.559 0.577 2.115  0.065
H149 5.917 0.122 1.086  0.072
H150 6.000 -0.400 2.690  0.089
O21 0.595 0.409 5.777  -0.079
H151 -0.183 0.725 5.317  -0.036
H152 1.325 0.650 5.208  -0.043
O22 2.836 1.255 4.377  -0.051
H153 2.747 1.916 3.691  0.002
H154 3.780 1.112 4.452  0.047
O23 3.491 2.992 2.300  -0.061
H155 2.699 3.379 1.928  -0.010
H156 3.799 3.638 2.935  0.057
O24 -1.589 1.056 4.238  -0.061
H157 -1.175 0.659 3.472  -0.018
H158 -2.522 1.077 4.024  -0.011
O25 0.266 3.562 -1.213  -0.226
H159 -0.399 4.221 -1.416  -0.043
H160 0.367 3.066 -2.026  -0.006
O26 1.241 4.200 1.188  -0.073
H161 0.896 5.085 1.310  0.016
H162 0.906 3.928 0.333  -0.028
O27 -4.390 1.096 3.840  -0.051
H163 -5.032 1.604 3.343  -0.020
H164 -4.887 0.738 4.576  0.047

***

DFT (ωB97M-V with the def2-TZVPD basis set) results for 2 unconnected molecules or ions with the total composition C11H15N in a non-equilibrium geometry.

Structure (SMILES) ... Cc1c[nH]c2ccccc12.CC
Orbital gap ... 8.74 eV
ΔE to the lowest compared entry with this formula, charge and spin ... 1.182 eV
M ... 161.2 u
2S+1 ... 1

Last column: Löwdin charge in e.
Positions of all 27 atoms, in Å:
C1 -1.018 2.218 -0.426  -0.062
C2 -0.649 -0.261 0.267  -0.149
C3 -1.401 0.940 0.239  -0.235
C4 -1.137 -1.035 1.376  -0.212
C5 -2.356 0.864 1.224  -0.032
C6 0.135 -0.914 -0.673  -0.029
C7 0.848 -1.996 -0.218  -0.119
C8 0.683 -2.560 1.050  -0.097
C9 -0.399 -2.125 1.838  -0.021
N1 -2.256 -0.391 1.825  0.072
H1 0.360 -0.340 -1.567  0.108
H2 1.669 -2.505 -0.729  0.101
H3 1.388 -3.296 1.403  0.094
H4 -0.796 2.191 -1.497  0.069
H5 -0.164 2.719 0.042  0.079
H6 -3.128 1.586 1.432  0.118
H7 -2.780 -0.809 2.557  0.140
H8 -0.706 -2.586 2.769  0.101
H9 -1.722 3.058 -0.326  0.075
C10 2.496 2.288 -2.802  -0.176
C11 3.460 1.278 -2.194  -0.173
H10 2.161 3.071 -2.123  0.058
H11 2.998 2.936 -3.540  0.061
H12 1.760 1.722 -3.369  0.059
H13 3.988 0.700 -2.954  0.061
H14 2.945 0.543 -1.560  0.050
H15 4.244 1.726 -1.585  0.060

***

DFT (ωB97M-V with the def2-TZVPD basis set) results for a gas-phase ion, C3H3N2S (charge +1) in a non-equilibrium geometry.

Net charge ... +1
Structure (SMILES) ... C#[N+]/C=C1\NS1
Orbital gap ... 8.40 eV
ΔE to the lowest compared entry with this formula, charge and spin ... 3.165 eV
M ... 99.1 u
2S+1 ... 1

Last column: Löwdin charge in e.
Positions of all 9 atoms, in Å:
C1 0.069 -1.019 0.066  -0.088
C2 2.203 0.144 0.218  0.359
C3 -0.944 -0.108 -0.129  -0.646
N1 1.350 -0.631 0.044  0.135
N2 -1.368 1.173 0.035  -0.095
S1 -2.625 -0.190 -0.079  1.020
H1 -0.134 -2.007 -0.183  0.112
H2 2.986 0.632 0.563  0.085
H3 -1.537 2.006 -0.536  0.117

***

DFT (ωB97M-V with the def2-TZVPD basis set) results for a single C4H6N2 molecule in a non-equilibrium geometry.

Orbital gap ... 9.29 eV
ΔE to the lowest compared entry with this formula, charge and spin ... 4.787 eV
M ... 82.1 u
2S+1 ... 1

Last column: Löwdin charge in e.
Positions of all 12 atoms, in Å:
N1 0.726 -0.124 3.113  0.147
C1 0.180 -0.271 2.105  -0.185
C2 -0.506 -0.464 0.809  -0.184
N2 -0.244 0.621 -0.118  -0.122
C3 -0.429 0.264 -1.835  -0.007
C4 0.835 0.490 -1.108  -0.252
H1 -0.174 -1.418 0.380  0.127
H2 -1.581 -0.545 0.987  0.134
H3 -1.020 1.187 -0.465  0.112
H4 -0.673 -0.810 -1.782  0.017
H5 1.488 -0.341 -0.829  0.112
H6 1.399 1.411 -1.256  0.101

***

DFT (ωB97M-V with the def2-TZVPD basis set) results for a single C4H7NO molecule in a non-equilibrium geometry.

Structure (SMILES) ... CCOCC#N
Orbital gap ... 11.64 eV
ΔE to the lowest compared entry with this formula, charge and spin ... 2.287 eV
M ... 85.1 u
2S+1 ... 1

Last column: Löwdin charge in e.
Positions of all 13 atoms, in Å:
C1 1.827 0.285 -0.817  -0.113
C2 0.443 0.436 -0.174  -0.312
C3 -1.161 -0.811 0.936  -0.255
C4 -2.211 -0.030 0.334  -0.226
H1 1.744 -0.505 -1.734  0.120
H2 2.083 1.329 -1.235  0.087
H3 2.639 -0.109 -0.050  0.104
H4 -0.308 0.944 -0.900  0.133
H5 0.495 1.141 0.749  0.143
H6 -0.937 -0.479 2.000  0.150
H7 -1.547 -1.894 0.902  0.160
N1 -3.044 0.584 -0.160  0.168
O1 -0.024 -0.891 0.150  -0.159